Arrangement P

The following is a DFT calculation (ωB97M-V with the def2-TZVPD basis set) of a cluster of 2 separate species, CH4N3O3 in total.

```
11
Properties=species:S:1:pos:R:3:nbo_charge:R:1
C -0.7496 -0.0406 0.0004 0.791
N -1.4373 1.1451 0.1349 -0.840
N -1.5330 -1.1365 -0.1210 -0.835
N 3.3655 -0.1180 0.0662 0.860
O 3.2043 -0.9270 -0.6828 0.070
O 3.4574 0.8191 0.6460 0.068
O 0.4880 0.0345 0.0159 -0.787
H -2.4522 1.2349 -0.0728 0.404
H -0.8351 1.9058 0.2303 0.408
H -2.5020 -0.8562 0.0252 0.419
H -1.0060 -2.0611 -0.2423 0.441
```

net charge	+1
Kohn-Sham gap	5.966	eV
HOMO level	-0.494	Eh

Arrangement Q

The following is a DFT calculation (ωB97M-V with the def2-TZVPD basis set) of a cluster of 2 separate species, CH4N3O3 in total.

```
11
Properties=species:S:1:pos:R:3:nbo_charge:R:1
C -0.1191 0.7071 0.1614 0.423
N 0.1764 1.8063 -0.3992 -0.678
N -1.4235 -0.0592 0.0864 0.487
N 1.3531 -0.8667 0.3032 -0.062
O -2.1919 -0.3011 0.9270 -0.228
O -1.2899 -0.4909 -1.0318 -0.335
O 0.7848 -2.0317 0.1819 -0.410
H -0.5007 2.5412 -0.4933 0.456
H 1.1785 1.8602 -0.3190 0.459
H 1.3883 -0.8641 1.3417 0.369
H 0.6439 -2.3013 -0.7584 0.519
```

net charge	+1
Kohn-Sham gap (spin up / spin down)	9.099 / 9.099	eV
HOMO level (spin up / spin down)	-0.564 / -0.564	Eh

Arrangement R

The following is a DFT calculation (ωB97M-V with the def2-TZVPD basis set) of a cluster of 2 separate species, CH4N3O3 in total.

```
11
Properties=species:S:1:pos:R:3:nbo_charge:R:1
C 0.5883 -0.1121 0.1163 0.791
N 1.1539 1.0792 0.0037 -0.823
N 1.3880 -1.1865 0.0035 -0.797
N -2.7415 0.1090 -0.2087 0.889
O -3.0814 -0.2594 0.7684 0.040
O -2.5503 0.5565 -1.1770 0.032
O -0.6161 -0.1597 0.4091 -0.814
H 2.1525 1.3760 -0.0642 0.435
H 0.3775 1.7432 0.2911 0.417
H 2.3274 -1.0304 -0.2602 0.406
H 1.0017 -2.1159 0.1181 0.424
```

net charge	+1
Kohn-Sham gap	8.219	eV
HOMO level	-0.524	Eh

Arrangement S

The following is a DFT calculation (ωB97M-V with the def2-TZVPD basis set) of the ion CH4N3O3 with charge +1.

```
11
Properties=species:S:1:pos:R:3:nbo_charge:R:1
N -0.5471 -1.5244 0.1717 -0.694
C -0.1790 -0.2945 0.1466 0.555
N -0.8834 0.9551 -0.0404 -0.250
O -0.5223 2.2447 0.2523 -0.453
N 1.3565 -0.2479 -0.0157 0.538
O 1.8195 -1.3321 -0.1012 -0.306
O 1.8190 0.8093 -0.1365 -0.268
H 0.1900 -2.2603 0.3054 0.484
H -1.3988 -1.8911 -0.2005 0.453
H -1.8862 1.0330 -0.1758 0.439
H 0.2318 2.5082 -0.2058 0.502
```

net charge	+1
Kohn-Sham gap	9.412	eV
structure (SMILES)	N/C(=[NH+]/O)[N+](=O)[O-]
HOMO level	-0.578	Eh

Quick one: most stable of them? arrangement R

Arrangement P

The following is a DFT calculation (ωB97M-V with the def2-TZVPD basis set) of the ion C9H13N2 with charge +1.

```
24
Properties=species:S:1:pos:R:3:nbo_charge:R:1
C 0.3711 2.5216 -0.5206 -0.316
C -0.2717 1.4914 0.0107 -0.083
C 0.2720 0.5151 1.0547 -0.020
C 1.3521 -0.3877 0.6881 -0.056
N 2.4826 0.2978 0.2903 -0.835
C 0.7005 -1.5623 -0.2493 -0.413
C -0.9040 -1.3955 -0.1639 -0.030
C -1.7392 -0.5251 -1.1067 -0.411
C -1.4987 0.6491 -0.0962 0.174
C -2.2309 0.2882 1.1783 -0.214
N -0.9444 -0.3862 0.9163 -0.207
H -0.0190 3.1499 -1.2817 0.233
H 1.4446 2.7148 -0.1069 0.242
H 0.2419 0.8935 2.0121 0.236
H 1.6120 -0.8944 1.5692 0.219
H 2.4313 0.8898 -0.5319 0.370
H 3.4060 -0.1250 0.1550 0.402
H 1.0013 -1.5921 -1.2405 0.228
H 0.9506 -2.4824 0.2314 0.229
H -1.1961 -2.4178 0.0538 0.242
H -1.2315 -0.2371 -1.9919 0.244
H -2.6892 -0.8429 -1.2337 0.237
H -2.2626 0.9954 2.0272 0.267
H -3.1584 -0.2658 0.9803 0.262
```

net charge	+1
Kohn-Sham gap	10.069	eV
structure (SMILES)	C=C1[C@@H]2[C@H](N)C[C@@H]3C[C@]14C[N@@+]324
HOMO level	-0.476	Eh

Arrangement Q

The following is a DFT calculation (ωB97M-V with the def2-TZVPD basis set) of a cluster of 2 separate species, C9H13N2 in total.

```
24
Properties=species:S:1:pos:R:3:nbo_charge:R:1
C 4.3775 0.2615 -0.0528 -0.152
C 3.5412 1.3984 -0.1224 -0.204
C 3.8448 -0.9968 0.0943 -0.196
C 2.1746 1.2017 -0.0317 -0.161
C 2.4579 -1.2311 -0.0019 -0.150
C 1.6013 -0.1244 -0.0510 -0.186
C 0.2285 -0.4003 0.1708 0.187
C -3.1232 1.4470 -0.0669 0.246
C -4.3557 -0.9189 -0.3176 -0.381
N -0.7920 0.3621 0.0322 -0.707
N -3.7912 0.2674 0.4125 -0.682
H 5.3603 0.5324 -0.1241 0.221
H 4.1270 2.2699 -0.0740 0.234
H 4.3338 -1.9375 0.2088 0.225
H 1.4400 2.1154 -0.0025 0.216
H 2.2202 -2.2895 0.1143 0.228
H 0.1555 -1.3354 0.5849 0.171
H -2.9147 1.1268 -1.0474 0.097
H -5.0549 -0.4957 -0.9399 0.226
H -3.4491 -1.2433 -0.8084 0.225
H -4.7115 -1.5882 0.3115 0.226
H -0.3347 1.1672 -0.3693 0.353
H -2.9257 -0.1724 0.8481 0.514
H -4.4099 0.5837 1.2326 0.449
```

net charge	+1
Kohn-Sham gap	7.171	eV
HOMO level	-0.453	Eh

Arrangement R

The following is a DFT calculation (ωB97M-V with the def2-TZVPD basis set) of the ion C9H13N2 with charge +1.

```
24
Properties=species:S:1:pos:R:3:nbo_charge:R:1
H 3.7583 -0.2998 -0.7651 0.375
N 2.8567 0.1953 -0.5324 -0.610
C 1.9960 -0.6419 -0.0959 0.281
C 1.9604 -2.0986 -0.2753 -0.687
C 0.5814 -0.1625 0.1787 0.043
C -0.5014 -0.9190 0.3193 0.010
C -1.7625 -0.5265 0.0803 0.079
C -2.8389 -1.2012 0.7979 -0.651
C -1.8581 0.5988 -0.8589 -0.529
C -0.7772 1.5897 -0.4632 0.286
N 0.3159 1.2846 0.1720 -0.254
C 1.3255 2.2301 0.6219 -0.470
H 1.4090 -2.5910 0.5369 0.256
H 1.2322 -2.2447 -1.1381 0.252
H 2.8720 -2.5900 -0.5853 0.251
H -3.5186 -0.5313 1.1288 0.228
H -2.4598 -1.6367 1.6706 0.245
H -3.4699 -1.8791 0.1858 0.262
H -2.8723 1.2144 -0.5761 0.285
H -2.0915 0.3293 -1.8530 0.307
H -1.0501 2.6946 -0.6643 0.253
H 1.1349 3.2390 0.2650 0.233
H 2.3554 1.8465 0.1604 0.318
H 1.4027 2.0999 1.6902 0.237
```

net charge	+1
Kohn-Sham gap (spin up / spin down)	7.961 / 7.962	eV
structure (SMILES)	[H]/N=C(\C)C1=C=C(C)CC=[N+]1C
HOMO level (spin up / spin down)	-0.482 / -0.482	Eh

Arrangement S

The following is a DFT calculation (ωB97M-V with the def2-TZVPD basis set) of a cluster of 2 separate species, C9H13N2 in total.

```
24
Properties=species:S:1:pos:R:3:nbo_charge:R:1
C -2.3102 -1.7687 0.1371 -0.086
C -1.0098 -1.4044 0.4678 -0.284
C -3.2084 -0.7804 -0.2536 -0.230
C -2.7929 0.5305 -0.3095 0.086
C -0.6856 -0.0746 0.3827 0.384
C 3.5581 -0.1177 0.0868 -0.370
C 2.6435 -1.1757 -0.3905 -0.422
C 2.1061 0.2445 -0.2460 -0.115
C -1.1038 2.2437 -0.0893 -0.431
N -1.5302 0.8667 0.0074 -0.320
N 1.2883 0.6612 0.7703 -0.469
H -2.6128 -2.8036 0.1838 0.250
H -0.2867 -2.1421 0.7760 0.256
H -4.2243 -1.0308 -0.5132 0.259
H -3.4554 1.3295 -0.6096 0.243
H 3.8489 -0.1008 1.1269 0.230
H 4.3059 0.2854 -0.5812 0.245
H 2.7501 -1.5592 -1.3918 0.238
H 2.3095 -1.9086 0.3274 0.216
H 1.9527 0.8032 -1.1624 0.211
H -1.0914 2.5530 -1.1349 0.231
H -1.7893 2.8915 0.4559 0.234
H -0.1003 2.3219 0.3298 0.278
H 1.4380 0.1353 1.6300 0.365
```

net charge	+1
Kohn-Sham gap	8.587	eV
HOMO level	-0.465	Eh

Quick one: most stable of them? arrangement S